1.
{
  "formula": "C40H51Cl42F3N2O3P2",
  "method": "ωB97M-V/def2-TZVPD",
  "elements": ["C", "C", "C", "C", "C", "C", "C", "C", "C", "C", "C", "C", "C", "C", "C", "O", "C", "C", "C", "C", "C", "C", "F", "F", "F", "C", "P", "C", "C", "C", "O", "N", "P", "N", "C", "O", "H", "H", "H", "H", "H", "H", "H", "H", "H", "H", "H", "H", "H", "H", "H", "H", "H", "H", "H", "H", "H", "H", "H", "H", "H", "H", "H", "H", "H", "H", "H", "H", "H", "H", "H", "H", "H", "C", "Cl", "Cl", "Cl", "H", "C", "Cl", "Cl", "Cl", "H", "C", "Cl", "Cl", "Cl", "H", "C", "Cl", "Cl", "Cl", "H", "C", "Cl", "Cl", "Cl", "H", "C", "Cl", "Cl", "Cl", "H", "C", "Cl", "Cl", "Cl", "H", "C", "Cl", "Cl", "Cl", "H", "C", "Cl", "Cl", "Cl", "H", "C", "Cl", "Cl", "Cl", "H", "C", "Cl", "Cl", "Cl", "H", "C", "Cl", "Cl", "Cl", "H", "C", "Cl", "Cl", "Cl", "H", "C", "Cl", "Cl", "Cl", "H"],
  "xyz": [[-3.72674, 1.65343, -1.59191], [-2.16495, 1.93261, -1.06250], [-1.10576, 2.88656, -1.90032], [-1.80132, 1.29966, 0.23428], [-0.32815, 0.72456, 0.66675], [-0.04622, -0.83984, 0.26253], [-0.42184, -1.93176, 1.43722], [-1.44929, -3.07239, 0.78240], [0.87574, -2.69644, 2.09449], [1.33142, -2.09552, 3.57279], [1.40747, -0.44999, 3.62113], [0.26971, 0.35835, 4.49173], [-0.94384, -0.39763, 5.30252], [-0.27993, -0.74705, 6.92050], [0.01842, -2.43262, 7.21049], [-1.21333, -1.56553, 7.87062], [0.34156, 2.00057, 4.53094], [1.53445, 2.74401, 3.67819], [2.69328, 1.97428, 2.75071], [3.81969, 2.80116, 1.89362], [5.33405, 2.77098, 2.52035], [6.29765, 3.57728, 1.41624], [5.67666, 4.85110, 0.94149], [6.48328, 2.71063, 0.19990], [7.62448, 3.95163, 2.02279], [2.61901, 0.31860, 2.76169], [3.84557, -0.81919, 1.84109], [5.36304, -1.02614, 2.98191], [4.30058, -0.17537, 0.10219], [1.29499, 4.34875, 3.93179], [2.05101, 5.41200, 3.63762], [-0.04571, 4.43413, 4.68400], [-1.09372, 5.19716, 3.42832], [-0.72619, 4.46173, 2.01727], [-0.60291, 3.12509, 5.26132], [-1.62103, 2.91994, 6.10956], [-3.74703, 0.76910, -2.36355], [-4.12494, 2.67015, -2.04749], [-4.42954, 1.40519, -0.68030], [-0.04318, 2.91785, -1.36018], [-1.47813, 4.00504, -1.97900], [-0.88562, 2.40287, -2.96625], [-2.65956, 1.24813, 1.05787], [-0.17505, 0.97447, 1.80748], [0.48828, 1.37009, 0.08273], [1.11690, -0.94957, 0.06515], [-0.59321, -1.03251, -0.76705], [-1.07312, -1.38591, 2.27340], [-2.49533, -3.06436, 1.34488], [-1.02262, -4.16387, 0.85570], [-1.68805, -2.87478, -0.34888], [0.57208, -3.83157, 2.30539], [1.76374, -2.75431, 1.31947], [0.60574, -2.56594, 4.37610], [2.40299, -2.56750, 3.79724], [-1.23936, -1.43415, 4.84694], [-1.85049, 0.32644, 5.48253], [0.53148, 0.07813, 7.40450], [0.79005, -2.51430, 8.08625], [-0.78574, -3.21955, 6.89073], [3.47778, 3.94437, 1.90169], [3.84216, 2.50154, 0.73998], [5.80593, 1.70431, 2.61852], [5.45304, 3.39206, 3.52955], [6.38389, -0.92072, 2.41586], [5.27680, -2.00390, 3.63836], [5.32768, -0.11944, 3.75706], [3.39629, 0.38182, -0.43248], [5.29261, 0.44511, 0.08302], [4.50471, -1.13583, -0.57668], [-2.50750, 5.03024, 3.77269], [-0.73090, 6.59444, 3.26283], [-0.33718, 5.16081, 1.32320], [-3.82702, -3.68482, 6.42704], [-2.91798, -2.90563, 5.12092], [-5.56898, -3.46056, 6.19244], [-3.42873, -5.40887, 6.51960], [-3.54346, -3.21462, 7.37210], [-3.77838, 0.54833, -5.91532], [-2.88514, -0.78394, -5.16260], [-5.49261, 0.47659, -5.47258], [-3.07993, 2.10815, -5.44767], [-3.69847, 0.44674, -7.00065], [2.12138, -6.63632, 0.61110], [2.04142, -7.56451, 2.11825], [0.50739, -6.46336, -0.09944], [2.84850, -5.04612, 0.89771], [2.75231, -7.18113, -0.09584], [-1.19260, 0.29698, -9.68365], [-1.99603, 0.02926, -8.12729], [-1.76728, -0.86778, -10.88898], [-1.46063, 1.95616, -10.24479], [-0.11836, 0.14907, -9.54663], [1.84585, 0.28865, -3.72917], [0.21271, 0.46013, -4.39466], [2.53554, 1.87756, -3.35576], [1.82404, -0.73534, -2.28330], [2.47583, -0.19192, -4.48205], [-4.99175, -1.86232, 0.08052], [-4.13211, -1.22885, 1.49444], [-6.08930, -0.63820, -0.58029], [-3.84286, -2.40034, -1.15647], [-5.58627, -2.72345, 0.39620], [7.44947, 6.79424, -1.60518], [6.24645, 7.06715, -2.87705], [8.86310, 5.94787, -2.25716], [7.93101, 8.33017, -0.86449], [6.99788, 6.16616, -0.83302], [-6.65599, -0.13063, 4.56362], [-7.92034, -0.79867, 5.60982], [-5.16285, -1.07301, 4.71265], [-7.20041, -0.09025, 2.87793], [-6.44994, 0.89397, 4.88361], [-5.54239, 4.53759, -7.08312], [-4.38555, 3.57758, -8.02095], [-4.90191, 4.87845, -5.46654], [-5.92989, 6.04537, -7.92930], [-6.46244, 3.95776, -6.97382], [3.84790, -3.97956, -3.03425], [4.74114, -5.31183, -2.28153], [2.13367, -4.05130, -2.59151], [4.54635, -2.41974, -2.56660], [3.92781, -4.08115, -4.11958], [5.21832, 6.44389, 5.24689], [6.37516, 5.48388, 4.30906], [5.85880, 6.78475, 6.86347], [4.83081, 7.95167, 4.40071], [4.29826, 5.86406, 5.35619], [-0.86895, -4.41092, -12.23768], [-0.00931, -3.77745, -10.82376], [-1.96650, -3.18680, -12.89849], [0.27994, -4.94894, -13.47468], [-1.46347, -5.27205, -11.92200], [-2.41388, -7.65261, 3.81198], [-1.50484, -6.87343, 2.50586], [-4.15584, -7.42836, 3.57738], [-2.01559, -9.37667, 3.90454], [-2.13032, -7.18242, 4.75704], [-5.45319, -2.75309, -9.81119], [-4.59355, -2.11962, -8.39727], [-6.55073, -1.52897, -10.47200], [-4.30429, -3.29111, -11.04818], [-6.04770, -3.61422, -9.49551]],
  "spin_multiplicity": 1,
  "de_lowest_kj_mol": 2318.17,
  "lumo_ev": -1.79
}


2.
{
  "formula": "CH3FNO5P",
  "method": "ωB97M-V/def2-TZVPD",
  "elements": ["N", "P", "O", "O", "O", "C", "O", "O", "F", "H", "H", "H"],
  "xyz": [[-2.31725, 0.77981, -0.58961], [-0.87826, 0.29713, -0.53562], [0.28956, 1.14965, -1.20720], [-0.65683, -1.18181, -1.09090], [-0.33248, 0.11523, 1.00023], [0.96038, 0.05983, 1.37049], [1.79496, 0.87560, 1.24494], [1.11855, -1.15343, 2.05806], [2.33851, -1.66906, 1.56692], [-2.44253, 1.67397, -1.04266], [0.36178, 0.93339, -2.14361], [-0.21175, -1.79173, -0.49588]],
  "spin_multiplicity": 1,
  "lumo_ev": -0.44,
  "smiles": "N=P(O)(O)OC(=O)OF"
}


3.
{
  "formula": "C4H13NO",
  "method": "ωB97M-V/def2-TZVPD",
  "elements": ["C", "C", "C", "H", "H", "H", "H", "H", "H", "H", "H", "N", "C", "O", "H", "H", "H", "H", "H"],
  "xyz": [[-0.13375, 2.07380, -1.77672], [0.49246, 0.69734, -1.57991], [1.00226, -0.16216, -2.81622], [-1.08714, 1.97502, -1.30063], [0.48835, 2.69570, -1.19642], [-0.09740, 2.37620, -2.79411], [1.30543, 0.81665, -0.78889], [-0.33301, 0.10789, -1.26677], [1.42871, -1.19935, -2.44597], [1.83648, 0.43847, -3.22936], [0.10958, -0.20093, -3.58041], [-1.33717, -0.47598, 3.50588], [-0.54679, -1.66057, 2.98359], [0.53867, -1.37234, 2.14879], [-2.01891, -0.17684, 2.89458], [-0.65918, 0.37134, 3.74690], [-1.28842, -2.18138, 2.40411], [-0.18464, -2.37388, 3.82261], [0.48448, -1.74896, 1.26895]],
  "spin_multiplicity": 2,
  "de_lowest_kj_mol": 326.05,
  "total_charge": 1,
  "lumo_ev": [-4.01, -9.99]
}


4.
{
  "formula": "C30H49F23NO16P3S2",
  "method": "ωB97M-V/def2-TZVPD",
  "elements": ["O", "S", "O", "F", "N", "C", "C", "C", "F", "F", "C", "F", "F", "C", "F", "F", "C", "F", "F", "C", "F", "F", "C", "F", "F", "C", "F", "F", "C", "F", "F", "F", "S", "O", "O", "C", "F", "F", "C", "F", "F", "F", "H", "H", "H", "H", "C", "C", "O", "P", "O", "O", "C", "C", "O", "C", "C", "H", "H", "H", "H", "H", "H", "H", "H", "H", "H", "H", "H", "H", "H", "H", "C", "C", "O", "P", "O", "O", "C", "C", "O", "C", "C", "H", "H", "H", "H", "H", "H", "H", "H", "H", "H", "H", "H", "H", "H", "H", "C", "C", "O", "P", "O", "O", "C", "C", "O", "C", "C", "H", "H", "H", "H", "H", "H", "H", "H", "H", "H", "H", "H", "H", "H", "H"],
  "xyz": [[-2.10313, 5.21945, -5.36108], [-2.62591, 3.99989, -5.84371], [-3.97436, 4.05544, -6.25939], [-1.69546, 3.52899, -6.99932], [-2.43568, 2.78543, -4.70129], [-1.07770, 2.92638, -4.07607], [-0.80839, 1.88939, -2.98220], [0.63302, 1.92728, -2.47539], [0.80438, 0.84471, -1.69317], [1.45930, 1.77459, -3.53814], [1.05772, 3.22988, -1.76480], [1.08769, 4.26618, -2.62215], [2.33042, 3.06128, -1.35825], [0.19469, 3.68469, -0.55609], [0.83361, 4.75708, -0.03493], [-1.00529, 4.13552, -0.95048], [0.03593, 2.67105, 0.60326], [1.13871, 1.95381, 0.82916], [-0.95848, 1.80012, 0.31159], [-0.33991, 3.35733, 1.95784], [-1.18618, 4.37570, 1.78423], [0.78355, 3.81398, 2.54088], [-0.99626, 2.36873, 2.97557], [-0.48633, 1.13881, 2.91798], [-2.31370, 2.31246, 2.67132], [-0.90719, 2.86317, 4.45053], [0.29002, 2.49420, 4.93277], [-1.06020, 4.18890, 4.54553], [-1.97974, 2.21487, 5.37652], [-3.15031, 2.83590, 5.28145], [-2.10288, 0.90873, 5.14424], [-1.57656, 2.34244, 6.64941], [-2.70774, 1.19971, -5.29962], [-1.53553, 0.60153, -5.84796], [-3.21710, 0.44682, -4.20156], [-4.04442, 1.13349, -6.59772], [-3.74328, 1.77799, -7.71975], [-4.09445, -0.16107, -6.91744], [-5.48305, 1.51414, -6.04930], [-6.13459, 0.38019, -5.77514], [-5.41772, 2.18858, -4.90386], [-6.17970, 2.16762, -6.96369], [-0.30783, 2.84297, -4.84363], [-1.07028, 3.90344, -3.60513], [-1.50906, 2.04092, -2.16068], [-0.96086, 0.85872, -3.29741], [1.17092, -5.98603, -0.26472], [1.98327, -6.30619, 0.97840], [2.90791, -5.26995, 1.29470], [2.33981, -3.86914, 1.91119], [1.74697, -4.22864, 3.22756], [3.74176, -3.15584, 2.34164], [3.99426, -2.75602, 3.68936], [4.76427, -3.82497, 4.43658], [2.37486, -3.04770, 0.47169], [1.26621, -2.18209, 0.16273], [1.08005, -1.09827, 1.20685], [0.45965, -5.17785, -0.06707], [0.60198, -6.85749, -0.59036], [1.81993, -5.65899, -1.07684], [1.32546, -6.49553, 1.83148], [2.57184, -7.20820, 0.81130], [3.06683, -2.50229, 4.20241], [4.59072, -1.84258, 3.64048], [4.26592, -4.79300, 4.38482], [4.88830, -3.54874, 5.48483], [5.75151, -3.95662, 3.99057], [0.35276, -2.77604, 0.06121], [1.47568, -1.73394, -0.80798], [0.78265, -1.52575, 2.17159], [0.30579, -0.39998, 0.89908], [2.00964, -0.55218, 1.36749], [8.78147, -8.41980, 2.21697], [7.78451, -7.70023, 3.10933], [8.09839, -7.85268, 4.48986], [9.38260, -7.04034, 5.10685], [8.88304, -5.62669, 5.08494], [9.13033, -7.33141, 6.70590], [8.96904, -6.27114, 7.64610], [7.50158, -5.96774, 7.87478], [10.33208, -8.41635, 5.16211], [11.71668, -8.30309, 4.78704], [12.46304, -7.30519, 5.65165], [9.75195, -7.91188, 2.22909], [8.43108, -8.44261, 1.18457], [8.94257, -9.44085, 2.56246], [7.73044, -6.63863, 2.85089], [6.79009, -8.12283, 2.96699], [9.51366, -5.38160, 7.33073], [9.42257, -6.60812, 8.58100], [6.98773, -5.76621, 6.93493], [7.38332, -5.10601, 8.53396], [7.00616, -6.82635, 8.33064], [11.79092, -8.02528, 3.73122], [12.15545, -9.29425, 4.89698], [12.09269, -6.28610, 5.48913], [13.52795, -7.31407, 5.41835], [12.32873, -7.53406, 6.70864], [-7.26779, 4.83850, -6.12503], [-8.78360, 4.77130, -6.18128], [-9.37601, 5.04416, -4.91435], [-9.36532, 6.57727, -4.35755], [-10.20306, 7.35147, -5.31281], [-10.35702, 6.42155, -3.07085], [-11.54844, 7.19747, -2.94833], [-12.74847, 6.43321, -3.46919], [-8.05674, 6.36569, -3.36218], [-7.07051, 7.41418, -3.30918], [-7.66469, 8.73657, -2.86370], [-6.92983, 5.87186, -5.99571], [-6.82862, 4.45934, -7.04516], [-6.88623, 4.26357, -5.28318], [-9.17334, 5.46121, -6.93524], [-9.09854, 3.76614, -6.46290], [-11.44219, 8.15928, -3.44920], [-11.68037, 7.40473, -1.88430], [-12.58489, 6.08787, -4.48981], [-13.64322, 7.05723, -3.44640], [-12.92529, 5.54712, -2.85757], [-6.59264, 7.51963, -4.28767], [-6.30566, 7.09184, -2.60357], [-8.37415, 9.12102, -3.60508], [-6.88277, 9.48452, -2.73109], [-8.20736, 8.61940, -1.92573]],
  "spin_multiplicity": 1,
  "lumo_ev": -0.54,
  "smiles": "O=S(=O)(F)N(CCC(F)(F)C(F)(F)C(F)(F)C(F)(F)C(F)(F)C(F)(F)C(F)(F)C(F)(F)F)S(=O)(=O)C(F)(F)C(F)(F)F.CCOP(=O)(OCC)OCC.CCOP(=O)(OCC)OCC.CCOP(=O)(OCC)OCC"
}